a) The following is a DFT calculation (ωB97M-V/def2-TZVPD) of a single C3H3N3 molecule.

```
9
Properties=species:S:1:pos:R:3:lowdin_charge:R:1
N -0.94 2.66 -0.34 0.14
C -0.29 1.81 0.10 -0.19
C 0.45 0.68 0.64 -0.23
N 1.53 0.03 -0.24 0.20
C 0.43 -0.56 -0.10 -0.44
N -0.34 -1.62 -0.40 0.17
H 0.60 0.68 1.71 0.12
H -1.31 -1.53 -0.16 0.11
H -0.13 -2.15 -1.23 0.11
```

Values from the calculation:
**Kohn-Sham gap**: 10.9605 eV
**LUMO energy**: 0.53 eV
**Spin multiplicity**: 1
**E_HOMO**: -10.4 eV
**Structure (SMILES)**: N#C[C@@H]1N=C1N

b) The following is a DFT calculation (ωB97M-V/def2-TZVPD) of a single C3H3N3 molecule.

```
9
Properties=species:S:1:pos:R:3:lowdin_charge:R:1
N -0.85 2.60 -0.12 0.14
C -0.54 1.49 -0.21 -0.19
C -0.12 0.13 -0.22 -0.35
N -0.98 -1.01 -0.21 0.06
C 1.16 -0.12 -0.02 -0.11
N 2.27 -0.43 0.40 0.18
H -1.91 -0.79 0.11 0.09
H -1.00 -1.49 -1.10 0.08
H 1.97 -0.39 1.39 0.10
```

Values from the calculation:
**Kohn-Sham gap**: 9.6814 eV
**LUMO energy**: 0.44 eV
**Spin multiplicity**: 1
**E_HOMO**: -9.2 eV
**Structure (SMILES)**: N#CC(N)=C=N

Most stable to least stable, the ends of the list are a) and b).

a) The following is a DFT calculation (ωB97M-V/def2-TZVPD) of a 2-piece molecular cluster, C3H3N3 overall.

```
9
Properties=species:S:1:pos:R:3:lowdin_charge:R:1
C 0.56 1.27 0.00 -0.26
C 1.28 -1.03 0.06 -0.16
C -0.30 0.26 0.40 -0.23
N 1.32 2.11 -0.11 0.21
N 2.12 -1.78 -0.10 0.03
N -1.42 -0.04 -0.30 0.12
H -0.54 0.13 1.36 0.09
H -1.46 0.08 -1.28 0.11
H -1.56 -0.98 -0.04 0.10
```

Values from the calculation:
**Kohn-Sham gap**: 10.2968 eV
**LUMO energy**: -0.71 eV
**Spin multiplicity**: 1
**E_HOMO**: -11.0 eV

b) The following is a DFT calculation (ωB97M-V/def2-TZVPD) of a single C3H3N3 molecule.

```
9
Properties=species:S:1:pos:R:3:lowdin_charge:R:1
C -0.06 0.01 0.03 0.14
N -1.80 -0.05 0.16 -0.04
C -2.46 1.07 0.05 -0.32
N -3.03 2.07 -0.03 0.17
C -2.28 -1.27 0.04 -0.33
N -2.64 -2.36 -0.04 0.16
H 0.24 -1.02 -0.08 0.07
H 0.13 0.63 -0.83 0.08
H 0.25 0.47 0.96 0.07
```

Values from the calculation:
**Kohn-Sham gap**: 10.5109 eV
**LUMO energy**: 0.19 eV
**Spin multiplicity**: 1
**E_HOMO**: -10.3 eV
**Structure (SMILES)**: CN(C#N)C#N

c) The following is a DFT calculation (ωB97M-V/def2-TZVPD) of a single C3H3N3 molecule.

```
9
Properties=species:S:1:pos:R:3:lowdin_charge:R:1
C -1.06 -0.64 -0.06 -0.22
N 0.01 -1.41 -0.17 0.11
C 1.07 -0.64 0.04 -0.22
N 1.01 0.69 0.22 0.05
C -0.06 1.21 -0.39 -0.22
N -1.18 0.55 -0.63 0.11
H -1.69 -0.82 0.81 0.13
H 2.04 -1.12 0.14 0.12
H -0.02 2.26 -0.66 0.12
```

Values from the calculation:
**Kohn-Sham gap**: 10.0055 eV
**LUMO energy**: -0.20 eV
**Spin multiplicity**: 1
**E_HOMO**: -10.2 eV
**Structure (SMILES)**: c1ncncn1

Most stable to least stable, the ends of the list are c) and a).

a) The following is a DFT calculation (ωB97M-V/def2-TZVPD) of a single C3H3N3 molecule.

```
9
Properties=species:S:1:pos:R:3:lowdin_charge:R:1
N -1.93 -0.72 1.80 0.14
C -1.10 -0.57 1.01 -0.19
C -0.08 -0.27 0.05 -0.35
N 1.32 -0.49 0.23 0.06
C -0.42 0.47 -0.99 -0.11
N -0.60 1.33 -1.84 0.18
H 1.56 -0.60 1.21 0.09
H 1.66 -1.26 -0.32 0.08
H -0.41 2.10 -1.18 0.10
```

Values from the calculation:
**Kohn-Sham gap**: 9.6794 eV
**LUMO energy**: 0.43 eV
**Spin multiplicity**: 1
**E_HOMO**: -9.2 eV
**Structure (SMILES)**: N#CC(N)=C=N

b) The following is a DFT calculation (ωB97M-V/def2-TZVPD) of a single C3H3N3 molecule.

```
9
Properties=species:S:1:pos:R:3:lowdin_charge:R:1
N -0.78 2.64 -0.37 0.14
C -0.19 1.78 0.13 -0.19
C 0.49 0.62 0.69 -0.23
N 1.57 -0.05 -0.19 0.21
C 0.44 -0.60 -0.07 -0.43
N -0.36 -1.61 -0.46 0.16
H 0.61 0.61 1.77 0.12
H -1.27 -1.60 -0.02 0.11
H -0.38 -1.81 -1.45 0.11
```

Values from the calculation:
**Kohn-Sham gap**: 10.8209 eV
**LUMO energy**: 0.52 eV
**Spin multiplicity**: 1
**E_HOMO**: -10.3 eV
**Structure (SMILES)**: N#C[C@@H]1N=C1N

Most stable to least stable, the ends of the list are b) and a).

a) The following is a DFT calculation (ωB97M-V/def2-TZVPD) of a single C2H4N4 molecule.

```
10
Properties=species:S:1:pos:R:3:lowdin_charge:R:1
H 1.59 0.41 -2.35 0.05
N 1.06 -0.07 -1.62 0.03
N 0.79 0.78 -0.74 -0.02
C -0.04 0.28 0.30 -0.40
N -0.38 1.05 1.44 0.06
C -0.50 -0.94 0.07 -0.13
N -0.88 -2.00 -0.38 0.18
H -1.32 1.43 1.41 0.08
H 0.28 1.80 1.58 0.07
H -0.54 -2.74 0.22 0.08
```

Values from the calculation:
**Kohn-Sham gap**: 8.7895 eV
**LUMO energy**: 0.44 eV
**Spin multiplicity**: 1
**E_HOMO**: -8.3 eV
**Structure (SMILES)**: [H]/N=N/C(N)=C=N

b) The following is a DFT calculation (ωB97M-V/def2-TZVPD) of a single C2H4N4 molecule.

```
10
Properties=species:S:1:pos:R:3:lowdin_charge:R:1
N 0.82 0.22 1.86 0.02
C 0.43 0.50 0.61 -0.23
N -0.02 0.83 -2.10 0.16
C -1.14 0.36 -1.84 -0.20
N -0.17 -0.59 -1.49 -0.08
N 0.08 -0.60 -0.07 -0.08
H 0.72 -0.69 2.30 0.09
H 1.10 0.98 2.45 0.07
H -2.22 0.53 -1.89 0.12
H 0.39 -1.54 0.18 0.12
```

Values from the calculation:
**Kohn-Sham gap**: 9.6720 eV
**LUMO energy**: 1.12 eV
**Spin multiplicity**: 1
**E_HOMO**: -8.6 eV

Most stable to least stable, the ends of the list are a) and b).

a) The following is a DFT calculation (ωB97M-V/def2-TZVPD) of a single C2H4N4 molecule.

```
10
Properties=species:S:1:pos:R:3:lowdin_charge:R:1
C -1.60 -0.06 0.00 -0.01
N -0.16 0.11 -0.02 -0.27
N 0.69 0.69 0.81 0.11
C 1.84 0.27 0.30 -0.22
N 1.69 -0.52 -0.78 0.01
N 0.42 -0.61 -0.96 0.01
H -1.93 -0.44 0.97 0.09
H -1.59 -0.80 -0.82 0.09
H -2.15 0.86 -0.22 0.09
H 2.81 0.50 0.70 0.09
```

Values from the calculation:
**Kohn-Sham gap**: 11.7284 eV
**LUMO energy**: 1.01 eV
**Spin multiplicity**: 1
**E_HOMO**: -10.7 eV
**Structure (SMILES)**: Cn1ncnn1

b) The following is a DFT calculation (ωB97M-V/def2-TZVPD) of a single C2H4N4 molecule.

```
10
Properties=species:S:1:pos:R:3:lowdin_charge:R:1
N -1.76 -0.09 -0.12 0.10
C -0.38 -0.15 -0.35 -0.45
N 0.50 -1.15 -0.26 0.10
C 1.64 -0.50 0.11 -0.24
N 1.53 0.82 0.22 0.04
N 0.25 1.02 -0.13 0.02
H -1.85 -0.12 0.89 0.09
H -2.34 -0.82 -0.52 0.08
H 2.58 -0.97 0.39 0.10
H -0.16 1.94 -0.22 0.16
```

Values from the calculation:
**Kohn-Sham gap**: 10.3867 eV
**LUMO energy**: 0.85 eV
**Spin multiplicity**: 1
**E_HOMO**: -9.5 eV
**Structure (SMILES)**: Nc1ncn[nH]1

Most stable to least stable, the ends of the list are b) and a).

a) The following is a DFT calculation (ωB97M-V/def2-TZVPD) of a single C2H4N4 molecule.

```
10
Properties=species:S:1:pos:R:3:lowdin_charge:R:1
C -1.82 0.49 0.26 -0.19
C 0.30 -0.41 -0.25 -0.04
N -3.05 0.51 0.03 -0.12
N -4.13 0.25 -0.22 0.24
N -1.65 -1.85 0.06 0.11
N -1.12 -0.77 0.13 -0.35
H -1.25 1.43 0.33 0.12
H 0.88 -1.24 -0.37 0.04
H 0.36 0.06 -1.19 0.07
H 0.90 0.06 0.59 0.11
```

Values from the calculation:
**Kohn-Sham gap**: 8.5699 eV
**LUMO energy**: 0.28 eV
**Spin multiplicity**: 1
**E_HOMO**: -8.3 eV

b) The following is a DFT calculation (ωB97M-V/def2-TZVPD) of a single C2H4N4 molecule.

```
10
Properties=species:S:1:pos:R:3:lowdin_charge:R:1
C 1.49 0.12 0.05 -0.27
N 0.67 0.60 -0.77 0.01
C -0.72 0.00 -0.79 -0.17
N -1.12 -0.13 0.62 0.00
N -0.22 -0.25 1.53 -0.03
N 1.01 -0.41 1.23 -0.02
H 2.58 0.42 -0.04 0.12
H -1.15 0.69 -1.51 0.10
H -0.54 -1.02 -1.34 0.14
H -2.01 -0.01 1.01 0.12
```

Values from the calculation:
**Kohn-Sham gap**: 9.1177 eV
**LUMO energy**: 0.26 eV
**Spin multiplicity**: 1
**E_HOMO**: -8.9 eV
**Structure (SMILES)**: C1=NCNN=N1

c) The following is a DFT calculation (ωB97M-V/def2-TZVPD) of a 2-piece molecular cluster, C2H4N4 overall.

```
10
Properties=species:S:1:pos:R:3:lowdin_charge:R:1
N -1.92 -0.40 -0.31 0.09
C -0.63 -0.81 -0.28 -0.34
N 0.35 -1.44 -0.34 0.12
C 1.98 -0.25 -0.10 0.00
N 1.47 0.81 0.18 -0.19
N 0.29 1.29 0.29 0.00
H -2.06 0.49 0.15 0.08
H -2.59 -1.12 -0.06 0.10
H 2.77 -0.88 0.26 0.07
H 0.33 2.31 0.20 0.05
```

Values from the calculation:
**Kohn-Sham gap**: 9.2866 eV
**LUMO energy**: 0.89 eV
**Spin multiplicity**: 1
**E_HOMO**: -8.4 eV

d) The following is a DFT calculation (ωB97M-V/def2-TZVPD) of C2H4N4 as an isolated structure.

```
10
Properties=species:S:1:pos:R:3:lowdin_charge:R:1
C 0.99 -0.96 0.23 -0.09
N 0.34 0.19 -0.39 -0.12
C -1.55 0.30 -0.47 -0.19
N -1.96 1.37 -0.14 0.05
N -0.04 2.29 0.38 0.20
N 0.55 1.33 0.14 -0.17
H 0.65 -1.12 1.26 0.08
H 2.08 -0.85 0.22 0.08
H 0.73 -1.84 -0.37 0.08
H -1.80 -0.67 -0.86 0.08
```

Values from the calculation:
**Kohn-Sham gap**: 10.0180 eV
**LUMO energy**: 0.32 eV
**Spin multiplicity**: 1
**E_HOMO**: -9.7 eV

Most stable to least stable, the ends of the list are b) and a).